146
Properties=species:S:1:pos:R:3 method="wB97M-V/def2-TZVPD" homo_ev=-10.8 e_lumo_ev=-3.6 total_charge=+1 e_tot_ha=-2525.21657 gap_ev=7.17
O 5.255 -0.046 -3.360
O -3.604 -4.265 2.677
O -2.601 -0.741 3.265
O -1.935 -0.367 -5.012
O 1.447 5.319 3.481
O 1.618 1.983 8.320
O -6.682 -8.170 4.673
O -6.011 1.688 -9.080
N -0.470 2.471 2.716
C 1.366 -3.053 -2.258
C -1.969 1.716 -3.867
C -0.848 -2.628 3.166
C -2.334 4.695 1.879
C 1.564 1.293 0.640
C 2.207 3.495 5.284
C 1.839 1.634 -4.609
C -1.423 3.023 3.749
C 6.259 -0.732 -3.453
C 0.353 -2.041 -1.521
C -2.460 1.107 1.488
C 0.057 0.946 0.602
C 0.744 0.181 7.038
C 3.913 3.800 0.641
C 2.474 0.270 -5.238
C -4.492 -5.949 4.103
C -2.544 0.658 -4.772
C -7.430 -7.381 6.789
C 4.734 3.132 -1.847
C -4.102 -4.538 3.756
C 3.943 4.367 -2.511
C -2.647 -0.451 1.856
C -1.871 4.555 3.411
C 7.362 -0.373 -4.412
C 1.678 0.798 8.046
C -1.286 -1.165 3.698
C -4.948 1.685 -9.674
C 0.947 2.860 2.760
C -4.613 2.751 -10.684
C 5.125 3.330 -0.305
C 2.500 -2.250 -3.076
C -4.350 -3.474 4.793
C 2.538 0.641 -0.426
C 2.686 -0.107 8.702
C -3.901 0.920 -5.369
C 6.443 -1.969 -2.615
C 1.409 -0.952 -5.046
C 2.016 2.309 1.768
C -0.926 1.560 1.669
C 2.617 3.847 -3.270
C 3.566 2.685 1.784
C 3.522 -0.362 -0.101
C -7.180 -8.443 5.751
C -7.571 -9.855 6.097
C -3.917 0.616 -9.426
C 2.161 -2.347 -4.662
C 2.935 2.821 -4.483
B 1.537 3.929 3.875
H 3.231 4.024 5.387
H 1.376 1.344 -3.597
H -3.234 4.020 1.682
H -4.449 2.296 -11.663
H -2.411 2.433 3.788
H -1.654 -3.075 2.455
H 3.324 -1.248 0.586
H -3.785 -3.700 5.699
H 2.881 3.388 -5.491
H 2.060 4.737 -3.759
H -5.418 -3.417 5.017
H -4.256 -6.607 3.264
H -3.932 -6.285 4.979
H 6.541 -2.844 -3.261
H -1.887 -1.030 1.221
H -4.189 0.075 -5.998
H 5.959 4.125 -0.211
H -5.565 -6.002 4.296
H -8.498 -7.323 7.012
H 0.778 -0.670 -4.138
H 3.998 2.938 2.808
H -0.528 -3.351 3.986
H 2.173 -0.898 9.252
H -3.685 -0.761 1.448
H 2.965 3.834 -0.025
H 0.969 1.905 -5.318
H -4.021 -2.507 4.406
H 4.620 4.835 -3.315
H 0.073 0.950 6.647
H 5.571 -2.103 -1.972
H 1.407 5.889 4.280
H -4.294 -0.082 -8.675
H -7.333 -10.512 5.257
H 4.127 1.734 1.436
H 3.289 0.473 9.404
H 4.185 2.136 -2.062
H 4.550 -0.255 -0.586
H -0.337 0.245 -0.205
H -0.698 -2.491 -1.338
H 7.094 0.539 -4.948
H 0.694 -1.061 -5.930
H -8.644 -9.908 6.289
H 7.501 -1.178 -5.137
H -7.012 -10.191 6.973
H 0.181 -1.064 -2.093
H 4.030 4.854 1.070
H -0.995 2.927 4.821
H 2.395 2.370 5.281
H 8.289 -0.196 -3.862
H 5.625 2.341 0.032
H 3.524 -2.712 -2.871
H -0.451 -0.399 3.502
H -1.063 5.294 3.736
H 0.074 -2.451 2.487
H -2.996 1.068 -9.052
H 0.145 -0.598 7.514
H -2.624 1.864 -3.005
H 3.346 -0.538 7.946
H 3.474 0.029 -4.711
H -1.349 -1.258 4.851
H -0.988 1.394 -3.511
H -3.869 1.821 -5.985
H 3.990 2.386 -4.421
H 1.516 -3.267 -4.868
H -3.723 0.066 -10.349
H 5.735 3.038 -2.422
H 2.614 0.397 -6.366
H 1.318 -0.237 6.207
H -1.851 2.653 -4.417
H 2.474 0.976 -1.519
H -7.101 -6.413 6.403
H -5.446 3.453 -10.759
H 0.726 -3.736 -2.919
H 1.599 3.821 6.207
H -3.722 3.297 -10.367
H 0.735 -1.729 -0.472
H 7.329 -1.862 -1.986
H -1.458 4.350 1.227
H -2.661 1.185 0.349
H 1.859 3.340 -2.570
H -6.865 -7.607 7.695
H 3.712 5.184 -1.742
H -2.649 5.771 1.654
H 3.119 -2.471 -5.286
H -3.212 1.806 1.982
H -4.642 1.032 -4.573
H -2.794 4.786 4.073
H 2.548 -1.133 -2.822
H 1.866 -3.676 -1.435